No. 1
C46H84F2I3N10O11 | ωB97M-V/def2-TZVPD

```
156
Properties=species:S:1:pos:R:3:forces:R:3
C 1.7395 0.2101 7.4295 -0.17 0.99 -0.22
C 2.2402 0.1119 5.8824 -0.07 -0.32 2.37
O 1.1328 0.5707 5.0717 1.39 -0.80 -0.93
C 1.3390 0.2954 3.6640 -0.34 0.37 -1.23
C 0.4805 -0.9770 3.1370 0.30 0.19 0.71
C -0.9445 -0.5617 2.5031 1.16 -0.48 0.24
C -0.7560 0.0308 1.0079 -1.57 0.78 0.65
C -2.1169 -0.2829 0.1724 -0.22 -0.26 0.78
C -2.1989 -1.8309 -0.3362 1.98 0.98 2.06
O -3.5005 -2.3132 0.0050 -0.40 -0.17 -2.04
C -4.1203 -3.3108 -0.8111 -1.61 -0.29 2.53
C -3.7183 -4.6539 0.0598 -1.68 -4.64 0.03
O -4.4882 -5.6183 0.2876 2.27 4.16 -1.33
N -2.3549 -4.7955 0.7162 -1.22 0.03 1.47
C -2.6398 -4.8908 2.1778 0.53 2.57 2.95
O -2.6100 -3.9076 2.9528 -0.44 -4.72 -3.76
F -2.9113 -6.1913 2.6948 0.83 2.91 -1.67
C -5.7050 -3.2459 -0.3851 -2.10 1.04 2.08
C -5.8931 -3.0260 1.1760 -3.70 -0.21 -2.08
C -7.3422 -2.9071 1.7275 1.47 -0.84 -4.38
C -8.4943 -3.0210 0.6754 4.26 0.00 -0.36
C -8.0746 -3.1926 -0.8109 -0.05 0.21 2.34
N -6.7574 -3.3008 -1.3473 0.05 0.24 4.69
C -3.8012 -3.3671 -2.3657 -0.35 -1.18 -0.32
C -4.3073 -2.2752 -3.3903 -1.83 3.67 0.15
I -3.9435 -2.3369 -5.6104 0.26 -0.54 1.35
C -4.9744 -1.0213 -3.1846 0.91 -1.74 -1.13
C -5.4597 -0.0021 -4.3587 -0.37 0.29 0.25
I -5.4010 -0.1706 -1.2831 -0.03 0.08 -0.86
C -4.3878 -4.8585 -2.7413 -2.42 -1.47 -0.90
C -5.0845 -5.0839 -4.1513 0.27 -1.37 -0.60
F -3.4393 -5.9400 -2.5947 -0.24 1.87 0.00
N -2.2573 -3.3768 -2.3936 0.92 -0.56 1.00
C -1.5920 -3.8986 -3.6238 1.54 -2.98 -3.86
N -0.7116 -5.1121 -3.3491 -0.88 1.31 0.34
C -1.6255 -2.1043 -1.8071 1.33 1.25 0.05
I 0.5066 -2.6775 -1.3863 -0.56 -0.17 -0.08
C -1.4901 -0.8663 -2.7979 -1.59 1.22 -0.49
C -0.2723 0.1551 -2.6331 0.32 1.25 -1.27
C 0.8998 -0.0197 -3.7627 0.15 0.22 0.43
C 1.7777 1.3502 -3.9295 0.81 -2.22 -1.12
O 2.9744 1.2279 -3.0840 -0.50 -0.25 -0.66
H 0.8206 0.9181 7.4499 1.45 -1.23 -0.14
H 1.4293 -0.7967 7.8683 0.54 1.45 -0.66
H 2.5350 0.7185 8.1011 -1.22 -1.17 -1.11
H 3.1842 0.7625 5.8115 -1.43 -0.82 -0.43
H 2.5180 -0.9890 5.7106 -0.41 1.56 -0.23
H 2.4630 0.1940 3.4165 -1.72 -0.01 0.50
H 0.9615 1.2159 3.0652 0.65 -1.32 1.10
H 0.2958 -1.6429 4.0631 0.35 0.91 -1.51
H 1.1369 -1.5536 2.3803 -1.21 0.77 1.08
H -1.4341 0.1950 3.2285 0.68 -1.09 -1.39
H -1.5975 -1.5028 2.5001 0.82 1.29 -0.12
H -0.7492 1.1848 1.1339 0.38 -1.90 -0.51
H 0.1937 -0.3420 0.4972 -1.33 0.54 0.80
H -2.9585 -0.1927 0.9689 1.29 -0.26 -1.44
H -2.3694 0.4917 -0.6200 0.56 -1.11 0.86
H -1.4938 -2.3609 0.4252 -1.18 0.65 -1.57
H -1.9474 -5.6908 0.3986 -0.57 0.34 0.19
H -5.0263 -2.9597 1.9128 -1.22 -0.12 -1.37
H -7.4790 -2.7854 2.8516 -0.03 -0.15 -1.84
H -9.5709 -2.9708 1.0557 1.72 -0.09 -1.04
H -8.9453 -3.2364 -1.5707 1.81 0.03 1.27
H -6.2033 -0.5114 -5.0887 1.60 0.62 1.13
H -6.0522 0.8927 -3.9478 0.99 -1.55 -0.10
H -4.5633 0.4757 -4.9126 -1.40 -1.12 0.81
H -5.2532 -5.1939 -2.0466 1.80 1.32 -0.55
H -5.8905 -4.3267 -4.4403 1.47 -0.87 0.58
H -4.2930 -5.2507 -4.9826 -1.44 0.62 1.30
H -5.6379 -6.1045 -4.0955 0.98 1.69 0.19
H -1.8848 -4.0814 -1.7000 -0.76 0.24 -0.51
H -0.9211 -3.1793 -4.1932 -1.34 -0.32 1.26
H -2.3049 -4.3640 -4.4085 0.43 1.70 1.76
H 0.2188 -4.9747 -3.7622 -0.70 -0.27 0.37
H -1.1728 -5.9713 -3.6688 0.47 0.61 0.11
H -1.5387 -1.1292 -3.9282 0.11 -0.04 2.03
H -2.4465 -0.2234 -2.6375 1.48 -1.22 -0.22
H 0.1446 0.2914 -1.5798 -0.55 -0.54 -1.48
H -0.7030 1.2049 -2.8999 0.45 -1.79 0.52
H 1.6653 -0.8259 -3.4749 -1.20 1.14 -0.36
H 0.4575 -0.3629 -4.7793 0.46 0.79 1.66
H 2.1878 1.3268 -5.0155 -1.09 0.48 1.59
H 1.1749 2.2933 -3.7103 1.09 -1.30 -0.13
H 3.5640 0.5070 -3.4509 -1.12 1.17 0.33
C 6.1516 0.0808 -5.0387 0.62 0.28 0.37
O 5.3998 -0.8698 -4.8823 -0.02 0.12 0.29
N 7.1750 0.4248 -4.2083 -0.69 -0.20 -0.65
C 8.0242 1.5719 -4.4652 -0.14 -0.17 0.11
C 7.4226 -0.3825 -3.0296 -0.26 -0.20 -0.12
H 6.0509 0.7586 -5.9019 0.09 0.05 0.04
H 9.0588 1.2329 -4.5656 0.02 0.18 -0.02
H 7.9475 2.2663 -3.6247 0.13 0.09 -0.14
H 7.7260 2.0844 -5.3797 0.00 -0.09 0.19
H 7.6333 -1.4098 -3.3374 -0.01 0.02 0.19
H 6.5281 -0.3819 -2.4012 0.14 -0.11 0.09
H 8.2679 0.0128 -2.4655 -0.10 0.03 -0.14
C -0.1998 5.6841 -4.2199 0.55 0.26 0.36
O -0.9680 4.7459 -4.0879 0.16 -0.05 0.23
N 0.8138 6.0020 -3.3648 -0.70 -0.11 -0.73
C 1.6868 7.1366 -3.5915 0.03 -0.13 0.18
C 1.0253 5.1784 -2.1901 -0.26 -0.15 -0.10
H -0.2723 6.3731 -5.0769 0.06 0.03 0.04
H 2.7173 6.7822 -3.6756 0.01 0.19 -0.02
H 1.6055 7.8235 -2.7452 0.13 0.08 -0.13
H 1.4144 7.6641 -4.5072 -0.03 -0.12 0.09
H 1.2253 4.1513 -2.5046 0.04 0.04 0.22
H 0.1190 5.1873 -1.5792 0.13 -0.10 0.08
H 1.8658 5.5535 -1.6056 -0.09 0.01 -0.14
C 9.7524 3.3621 -6.9330 0.13 -0.10 -0.58
O 8.7042 3.7702 -6.4642 0.10 -0.06 -0.33
N 9.9313 2.9395 -8.2174 0.08 0.21 0.91
C 11.2124 2.4665 -8.7024 -0.21 0.02 -0.12
C 8.8024 2.9646 -9.1272 -0.17 0.14 0.23
H 10.6715 3.3021 -6.3274 0.05 -0.03 -0.08
H 11.5335 3.0978 -9.5349 0.15 -0.14 0.02
H 11.1040 1.4351 -9.0478 0.19 0.05 -0.04
H 11.9672 2.5022 -7.9150 -0.14 0.03 -0.04
H 8.4320 3.9895 -9.2093 -0.10 -0.13 -0.09
H 8.0046 2.3353 -8.7247 -0.05 0.09 -0.17
H 9.0961 2.6002 -10.1122 0.06 0.03 0.16
C 4.0070 -2.5252 10.3365 -0.31 -0.17 0.00
O 3.9520 -1.4124 9.8466 -0.25 -0.31 0.02
N 2.9705 -3.4117 10.4062 0.72 0.35 0.05
C 3.1156 -4.7220 11.0073 -0.21 0.14 -0.11
C 1.6833 -3.0293 9.8611 0.16 0.26 -0.03
H 4.9379 -2.9155 10.7793 -0.05 -0.09 0.03
H 2.8870 -5.4851 10.2586 0.05 -0.12 0.16
H 2.4165 -4.8103 11.8430 0.10 -0.19 0.00
H 4.1320 -4.8745 11.3742 -0.10 0.10 -0.07
H 1.7985 -2.8028 8.7981 -0.17 0.01 0.06
H 1.3301 -2.1311 10.3743 -0.12 -0.04 -0.14
H 0.9587 -3.8343 9.9888 0.16 0.04 0.03
C -2.0483 3.4928 11.0810 0.25 -0.19 -0.16
O -1.4987 4.0234 12.0271 0.05 -0.24 -0.30
N -1.4475 2.6531 10.1869 -0.57 0.42 0.35
C -2.1706 2.0580 9.0821 0.29 0.03 0.13
C -0.0394 2.3476 10.3492 -0.02 0.19 0.26
H -3.1172 3.6577 10.8667 -0.02 -0.06 -0.09
H -2.1253 0.9692 9.1714 -0.11 0.01 -0.18
H -1.7035 2.3664 8.1428 -0.15 -0.13 -0.08
H -3.2154 2.3735 9.0821 0.13 0.02 0.07
H 0.1151 1.8864 11.3279 0.17 0.04 -0.09
H 0.5344 3.2766 10.3044 0.12 -0.16 0.05
H 0.2984 1.6687 9.5656 -0.13 0.08 0.07
C -3.9444 5.0181 -0.3256 -0.32 -0.06 -0.26
O -4.3703 5.1980 0.7998 -0.10 -0.12 -0.31
N -4.7075 4.7592 -1.4275 0.58 0.08 0.47
C -4.1228 4.5553 -2.7375 -0.17 0.06 0.17
C -6.1482 4.6859 -1.2786 0.11 0.08 0.33
H -2.8648 5.0522 -0.5474 0.01 -0.02 -0.13
H -4.5153 5.3095 -3.4244 0.13 -0.12 -0.14
H -4.3933 3.5581 -3.0969 0.10 0.04 -0.17
H -3.0353 4.6385 -2.6989 -0.12 0.00 -0.02
H -6.5160 5.6380 -0.8881 -0.15 -0.15 -0.01
H -6.3912 3.8961 -0.5630 -0.18 0.10 -0.04
H -6.6236 4.4734 -2.2370 0.16 0.03 0.06
```
Forces are in eV/Å.

Calculated values
E_HOMO: -10.01 eV
largest force on an atom: 6.1 eV/A
LUMO level: -3.29 eV
spin multiplicity: 1
net charge: +1
E: -116205.96649 eV

Here are the Mulliken charges for atoms 1 to 2, given in e: -0.3671, -0.3499

No. 2
C46H84FIN13O3 | ωB97M-V/def2-TZVPD

```
148
Properties=species:S:1:pos:R:3:forces:R:3
C 0.9857 5.9352 -1.3017 1.02 -0.84 0.37
C 1.6050 4.7487 -0.4070 -0.62 0.71 0.13
C 1.3373 3.3067 -1.0495 0.11 0.00 0.71
C 0.5953 2.3980 0.0709 1.27 2.70 0.29
C -0.8227 2.9675 0.2839 -2.02 0.85 -0.52
N 0.8372 0.9207 -0.1541 0.78 0.68 0.20
C 0.3058 0.3421 -1.4388 0.43 -1.23 -3.57
O -0.4886 1.1773 -2.2654 0.50 0.35 1.06
C -0.2675 -1.1319 -1.4617 -0.82 -2.73 -0.63
C -1.8082 -1.3211 -1.7973 -1.46 -0.48 0.25
C -2.8652 -0.4014 -1.0536 0.35 1.04 -1.26
C -4.0987 -1.0907 -0.3682 -0.37 0.82 -0.27
C -3.9214 -2.3040 0.6026 -1.84 -1.15 0.79
O -2.6061 -2.7629 0.9369 0.23 0.19 -0.34
C 0.4706 -1.9489 -2.6660 0.56 2.06 -1.56
I -0.1581 -4.0076 -2.9401 0.08 0.38 0.41
C 0.3121 -1.2361 -4.1103 0.73 -0.87 -0.74
C 1.6955 -0.5966 -4.6255 -1.47 0.49 -0.20
N -0.0210 -1.8713 -0.2390 0.71 1.59 0.53
C 1.0593 -1.5003 0.6646 -0.48 -0.77 -0.14
C 0.8599 -2.5448 1.8489 -1.10 0.24 0.59
C 1.8737 -2.6183 3.0294 0.72 -1.40 0.65
O 1.1574 -3.1893 4.1651 -0.29 0.14 -1.18
C 2.6552 -1.3554 3.5507 1.41 0.50 1.16
N 3.0809 -1.6324 4.9693 0.04 0.36 -0.77
C 2.5424 -1.7932 0.1585 1.13 -1.83 0.08
F 3.0481 -0.9364 -0.8757 -0.97 0.40 0.58
C 2.7378 -3.3026 -0.3815 0.70 0.01 0.64
C 3.8209 -3.3758 -1.5369 0.70 0.00 0.03
C 0.8363 0.0402 1.0827 2.49 -1.34 2.38
C -0.0855 0.3371 2.3045 -1.24 0.68 1.95
C 0.3634 1.5898 3.2399 0.34 -0.14 -0.57
C -1.6605 0.3444 2.1723 -0.25 -1.31 1.67
C -2.2639 -0.0853 3.6166 -0.24 -0.41 -0.25
H 0.9551 6.8955 -0.6997 0.11 -1.12 -0.86
H 1.6849 6.0302 -2.1947 -1.40 0.25 1.08
H -0.0619 5.6448 -1.6034 1.07 0.40 0.17
H 1.1234 4.8568 0.6173 0.54 -0.49 -1.10
H 2.7159 4.9071 -0.2356 -1.34 -0.15 -0.35
H 2.3565 2.8643 -1.2839 -1.17 0.25 0.02
H 0.7105 3.4076 -1.9827 0.77 -0.30 0.99
H 1.2588 2.6585 0.9623 -1.14 -0.81 -0.81
H -1.0490 3.4721 1.2782 0.72 -0.96 -1.06
H -1.0004 3.8030 -0.4760 0.37 -1.11 0.87
H -1.7097 2.2734 0.1104 1.44 0.51 0.28
H 1.8606 1.0277 -0.3316 -0.87 -0.74 -0.14
H 1.2337 0.2493 -2.1068 -1.10 0.23 1.26
H -1.3039 1.5122 -1.8618 0.07 -0.47 0.11
H -2.0992 -2.3781 -1.4834 0.80 1.29 -0.43
H -2.0634 -1.2999 -2.8995 0.73 0.13 1.27
H -3.3299 0.2566 -1.8701 0.51 -0.80 1.05
H -2.2867 0.3439 -0.4333 -0.86 -1.00 0.03
H -4.8081 -1.4003 -1.2028 1.10 0.27 0.99
H -4.6689 -0.2709 0.1850 0.81 -1.00 -0.58
H -4.5049 -3.1936 0.1885 0.70 1.18 0.36
H -4.4513 -2.0619 1.5860 0.68 -0.16 -1.20
H -2.5557 -3.7289 0.8671 -0.31 0.51 0.02
H 1.5857 -2.0170 -2.5268 -1.25 -0.03 0.38
H 0.0691 -2.0403 -4.8791 0.19 1.04 1.03
H -0.5376 -0.5019 -4.1576 1.00 -0.59 0.26
H 1.5494 -0.3735 -5.7326 0.45 -0.38 1.34
H 2.5588 -1.3026 -4.4693 -0.85 0.87 -0.15
H 1.8424 0.4156 -4.1372 0.23 -1.21 -0.39
H -0.3484 -2.8285 -0.1955 0.02 0.40 -0.20
H 0.7669 -3.6037 1.4313 0.32 1.48 0.22
H -0.1858 -2.3571 2.2662 1.40 -0.11 -0.43
H 2.6540 -3.4155 2.7772 -0.65 1.31 0.05
H 1.5994 -4.0028 4.4473 -0.01 0.57 -0.04
H 3.6433 -1.1692 3.0095 -1.50 -0.38 0.08
H 2.1245 -0.3673 3.5828 0.08 -1.15 -0.37
H 4.0993 -1.6723 5.0295 -0.55 0.21 0.08
H 2.6954 -0.9275 5.6004 0.39 -0.34 -0.23
H 3.3234 -1.7048 0.9835 -1.28 0.32 -0.85
H 3.1823 -3.8908 0.4896 -0.67 0.73 -1.00
H 1.7617 -3.8103 -0.6182 1.00 0.70 -0.14
H 3.5430 -2.8137 -2.4717 0.12 -0.59 0.98
H 4.8166 -2.9216 -1.1831 -1.55 -0.63 -0.43
H 4.0741 -4.4417 -1.8431 -0.58 1.24 0.52
H 1.8641 0.2382 1.5651 -1.28 0.20 -0.89
H 0.0852 -0.4800 3.0865 0.04 0.60 -1.79
H 0.2066 1.3529 4.3398 0.29 0.21 -1.47
H 1.4687 1.7914 3.0555 -1.30 -0.05 0.49
H -0.2399 2.5170 3.0436 0.67 -0.86 0.07
H -2.1526 1.3318 1.9763 0.81 -0.93 -0.39
H -1.9537 -0.4999 1.4937 0.11 1.21 0.29
H -3.1422 0.5545 3.9049 0.96 -0.68 -0.43
H -1.5040 -0.0063 4.4438 -0.76 0.01 -0.85
H -2.6266 -1.1600 3.5894 0.53 1.17 -0.04
C 3.7474 4.0110 -4.5202 -0.10 0.73 0.27
C 3.5149 5.3874 -3.9959 -0.04 0.73 0.21
N 3.3339 6.4603 -3.5872 0.37 -1.70 -0.71
H 3.6616 4.0099 -5.6069 0.00 0.04 0.09
H 4.7454 3.6725 -4.2407 -0.06 0.07 -0.01
H 3.0079 3.3264 -4.1031 0.01 0.08 -0.02
C 7.5929 -2.1142 5.9103 -0.43 -0.22 -0.57
C 6.7377 -2.5251 4.7604 -0.40 -0.22 -0.57
N 6.0706 -2.8458 3.8643 0.95 0.58 1.27
H 7.4188 -1.0636 6.1436 -0.02 -0.08 -0.06
H 7.3519 -2.7190 6.7847 -0.02 0.02 -0.10
H 8.6441 -2.2546 5.6578 -0.10 -0.01 -0.03
C -3.9327 -1.6425 -6.2847 -0.09 -0.10 0.77
C -4.2186 -1.7363 -4.8247 -0.14 -0.06 0.72
N -4.4418 -1.8093 -3.6862 0.32 0.12 -1.77
H -3.7368 -0.6057 -6.5580 -0.10 -0.06 0.03
H -3.0594 -2.2478 -6.5306 -0.06 0.01 0.10
H -4.7885 -2.0039 -6.8540 0.06 0.09 0.06
C -2.8191 6.9315 -3.8260 -0.16 -0.74 0.10
C -3.1173 5.4881 -3.5987 -0.15 -0.73 0.10
N -3.3503 4.3629 -3.4236 0.41 1.66 -0.12
H -3.7453 7.4755 -4.0120 0.04 -0.09 0.02
H -2.3289 7.3509 -2.9470 -0.03 -0.07 -0.05
H -2.1611 7.0417 -4.6880 -0.05 -0.06 0.06
C -4.6869 1.9621 6.5006 0.63 0.18 -0.38
C -3.4233 2.3192 5.7949 0.60 0.33 -0.30
N -2.4405 2.5997 5.2421 -1.43 -0.35 0.92
H -4.7316 2.4753 7.4615 0.05 -0.01 -0.09
H -5.5441 2.2601 5.8961 0.11 0.00 -0.02
H -4.7254 0.8853 6.6684 0.04 0.07 -0.05
C -8.4900 -0.9103 -7.0371 0.63 0.19 -0.38
C -7.2398 -0.5642 -7.7724 0.60 0.20 -0.40
N -6.2662 -0.2937 -8.3463 -1.44 -0.44 0.93
H -8.5109 -0.3914 -6.0787 0.05 -0.02 -0.08
H -9.3586 -0.6115 -7.6241 0.10 -0.01 0.01
H -8.5304 -1.9855 -6.8620 0.04 0.08 -0.04
C 1.5172 -7.3817 -1.9214 -0.18 -0.80 0.12
C 1.1920 -8.8173 -1.6831 -0.14 -0.71 0.12
N 0.9388 -9.9351 -1.4974 0.36 1.67 -0.27
H 0.6019 -6.8207 -2.1123 0.09 -0.12 0.04
H 2.0146 -6.9638 -1.0454 -0.04 -0.06 -0.04
H 2.1779 -7.2891 -2.7837 -0.06 -0.04 0.05
C -4.6236 3.9747 0.1145 -0.46 -0.21 0.63
C -5.3933 3.5123 1.3057 -0.36 -0.25 0.62
N -5.9908 3.1502 2.2337 0.94 0.51 -1.36
H -4.1861 4.9536 0.3131 -0.06 -0.07 0.03
H -3.8254 3.2673 -0.1102 -0.10 0.01 0.01
H -5.2848 4.0494 -0.7489 0.05 -0.04 0.06
C 7.0120 -1.5727 0.1997 0.66 0.20 -0.36
C 8.2567 -1.1993 -0.5313 0.59 0.18 -0.37
N 9.2255 -0.9080 -1.1010 -1.45 -0.42 0.84
H 6.9803 -1.0628 1.1630 0.04 -0.06 -0.06
H 6.1381 -1.2836 -0.3853 0.10 0.03 0.00
H 6.9886 -2.6500 0.3667 0.04 0.08 0.01
C -0.4009 0.6129 8.1615 0.61 0.18 -0.35
C 0.8497 0.9754 7.4368 0.58 0.18 -0.37
N 1.8234 1.2593 6.8702 -1.43 -0.51 0.75
H -0.4290 1.1192 9.1266 0.06 -0.01 -0.08
H -1.2683 0.9154 7.5735 0.12 0.03 -0.03
H -0.4359 -0.4649 8.3222 0.07 0.07 -0.04
```
Forces are in eV/Å.

Calculated values
E_HOMO: -10.93 eV
largest force on an atom: 3.8 eV/A
LUMO level: -2.04 eV
spin multiplicity: 1
net charge: +1
E: -85382.26032 eV

Here are the Mulliken charges for atoms 1 to 2, given in e: -0.7880, -0.6602